# 1
The following is a DFT calculation (ωB97M-V/def2-TZVPD) of a structure of composition C42H41N7O2W at a distorted geometry.

Values from the calculation:
charge: 0
HOMO level (alpha / beta): -0.2070 / -0.2070 Eh
max |F|: 1.3 eV Å⁻¹
LUMO (alpha / beta): -0.407 / -0.409 eV
spin multiplicity: 1

Atoms and positions in Å:
W 0.27 0.05 -0.22
C -1.98 -0.82 3.03
N -2.13 -0.46 1.63
C -2.99 -1.42 0.95
C -2.60 0.90 1.50
C -3.94 1.21 1.66
C -4.42 2.49 1.44
C -3.54 3.46 1.00
C -2.19 3.17 0.86
C -1.67 1.91 1.19
N -0.30 1.60 1.14
C 0.65 2.51 1.65
C 0.42 3.81 2.11
C 1.47 4.66 2.46
C 2.78 4.23 2.39
C 3.02 2.89 2.09
C 1.97 2.04 1.78
N 2.12 0.61 1.73
C 1.62 0.12 3.04
C 3.51 0.15 1.63
H -2.95 -0.82 3.56
H -1.55 -1.82 3.12
H -1.33 -0.11 3.53
H -4.01 -1.47 1.35
H -3.03 -1.20 -0.12
H -2.56 -2.42 1.07
H -4.63 0.43 1.95
H -5.48 2.71 1.56
H -3.90 4.45 0.74
H -1.54 3.92 0.46
H -0.58 4.20 2.21
H 1.24 5.67 2.77
H 3.60 4.89 2.62
H 4.02 2.51 2.14
H 2.17 0.62 3.85
H 0.57 0.37 3.13
H 1.74 -0.95 3.12
H 4.06 0.34 2.56
H 3.51 -0.93 1.46
H 4.03 0.64 0.82
C 3.75 -2.56 -1.40
C 4.70 -1.62 -1.86
C 4.35 -0.31 -1.86
C 3.07 0.10 -1.40
N 2.17 -0.81 -0.89
C 2.54 -2.12 -0.94
C 2.63 1.43 -1.45
C 3.38 2.53 -1.92
C 2.80 3.75 -2.08
C 1.42 3.88 -1.80
C 0.74 2.81 -1.31
N 1.32 1.61 -1.07
H 3.96 -3.62 -1.38
H 5.67 -1.94 -2.22
H 5.03 0.44 -2.23
H 1.84 -2.85 -0.58
H 4.43 2.40 -2.14
H 3.37 4.60 -2.42
H 0.90 4.82 -1.96
H -0.32 2.87 -1.07
O 1.14 -2.96 3.35
C 0.59 -3.09 2.28
N 0.43 -2.11 1.28
C -0.18 -2.69 0.25
O -0.39 -2.06 -0.81
C -0.49 -4.12 0.50
C -1.10 -5.09 -0.26
C -1.22 -6.36 0.31
C -0.74 -6.62 1.59
C -0.12 -5.62 2.34
C -0.01 -4.37 1.77
H -1.48 -4.88 -1.26
H -1.70 -7.15 -0.25
H -0.85 -7.61 2.00
H 0.26 -5.82 3.33
C -3.82 1.09 -1.56
C -3.04 0.49 -2.69
C -3.69 0.25 -3.90
C -3.01 -0.30 -4.97
C -1.66 -0.58 -4.85
C -0.98 -0.35 -3.67
C 0.49 -0.65 -3.62
C -1.68 0.16 -2.56
N -1.03 0.34 -1.33
H -4.62 1.72 -1.96
H -3.19 1.70 -0.91
H -4.29 0.33 -0.94
H -4.74 0.50 -3.98
H -3.53 -0.48 -5.91
H -1.12 -0.97 -5.70
H 0.86 -0.84 -4.62
H 0.70 -1.53 -3.00
H 1.06 0.19 -3.21

=====

# 2
The following is a DFT calculation (ωB97M-V/def2-TZVPD) of a structure of composition C42H41NO4P2Pb at a distorted geometry.

Values from the calculation:
charge: 0
HOMO level (alpha / beta): -0.1968 / -0.1886 Eh
max |F|: 3.8 eV Å⁻¹
LUMO (alpha / beta): -0.565 / -0.568 eV
spin multiplicity: 1

Atoms and positions in Å:
Pb 1.12 -0.81 1.57
C 5.80 -1.58 1.04
C 5.62 -0.98 -0.15
C 6.04 -1.62 -1.45
C 5.67 -3.13 -1.61
C 4.36 -3.56 -0.92
C 4.31 -3.86 0.38
C 5.65 -4.15 1.08
C 6.55 -2.90 1.10
C -0.93 -1.35 -0.17
H 5.74 -1.11 2.00
H 5.48 0.09 -0.23
H 7.15 -1.59 -1.52
H 5.65 -1.08 -2.35
H 5.59 -3.34 -2.66
H 6.54 -3.74 -1.31
H 3.62 -3.89 -1.67
H 3.39 -4.10 0.93
H 6.16 -4.95 0.56
H 5.44 -4.50 2.10
H 7.09 -2.96 2.04
H 7.33 -3.00 0.35
H -1.41 -0.88 0.75
H -1.64 -2.16 -0.36
H -1.13 -0.61 -0.93
P 2.55 0.69 -0.48
P 0.51 -2.43 -1.19
C 2.90 -0.78 -1.47
C 2.12 -1.88 -1.78
C 3.07 2.18 -1.46
C 4.21 2.25 -2.29
C 4.57 3.45 -2.90
C 3.71 4.55 -2.80
C 2.50 4.45 -2.08
C 2.16 3.25 -1.46
C 3.57 0.77 1.11
C 3.50 -0.35 2.02
C 3.85 -0.13 3.39
C 4.63 0.99 3.70
C 4.85 2.02 2.76
C 4.23 1.94 1.51
C -0.37 -3.00 -2.73
C -0.59 -2.05 -3.75
C -1.35 -2.37 -4.88
C -1.85 -3.67 -5.05
C -1.63 -4.63 -4.05
C -0.86 -4.29 -2.94
C 0.56 -3.94 -0.08
C -0.15 -3.93 1.14
C 0.00 -4.92 2.11
C 0.92 -5.96 1.87
C 1.63 -6.04 0.66
C 1.40 -5.06 -0.32
H 3.82 -0.59 -2.08
H 2.51 -2.49 -2.64
H 4.85 1.39 -2.47
H 5.49 3.55 -3.48
H 3.96 5.50 -3.26
H 1.81 5.29 -2.01
H 1.21 3.12 -0.98
H 3.45 -1.39 1.63
H 3.55 -0.86 4.16
H 5.01 1.14 4.71
H 5.46 2.91 2.98
H 4.27 2.77 0.80
H -0.19 -1.05 -3.66
H -1.58 -1.62 -5.64
H -2.37 -3.97 -5.96
H -2.06 -5.62 -4.12
H -0.64 -5.05 -2.19
H -0.87 -3.13 1.34
H -0.59 -4.85 3.05
H 1.05 -6.73 2.64
H 2.43 -6.81 0.54
H 1.98 -5.17 -1.25
O -0.47 1.05 1.96
C -0.85 1.69 0.91
O -0.27 1.62 -0.21
C -2.11 2.52 0.92
C -2.61 3.00 -0.31
C -3.73 3.77 -0.42
C -4.35 4.06 0.81
C -3.91 3.61 2.09
C -2.78 2.80 2.12
N -5.61 4.70 0.66
O -6.03 4.98 -0.48
O -6.29 4.93 1.67
H -2.05 2.74 -1.20
H -4.11 4.09 -1.40
H -4.47 3.87 3.00
H -2.40 2.40 3.05

=====

# 3
The following is a DFT calculation (ωB97M-V/def2-TZVPD) of a structure of composition C42H42AsF6O14Sn at a distorted geometry.

Values from the calculation:
charge: 0
HOMO level (alpha / beta): -0.2807 / -0.2807 Eh
max |F|: 5.8 eV Å⁻¹
LUMO (alpha / beta): -1.859 / -1.723 eV
spin multiplicity: 2

Atoms and positions in Å:
Sn -1.76 0.70 -3.45
As -0.21 -0.06 0.66
F -1.26 -0.28 -0.77
F -1.31 -1.25 1.57
F 0.81 0.22 2.07
F 0.81 1.09 -0.36
F -1.18 1.34 1.28
F 0.78 -1.44 0.13
C -1.44 -4.43 -5.54
C -1.70 -3.40 -4.66
C -0.91 -3.27 -3.51
C 0.18 -4.07 -3.20
C 0.37 -5.18 -4.05
C -0.41 -5.29 -5.18
O -0.21 -6.44 -5.89
O -1.27 -2.28 -2.62
H -2.14 -4.60 -6.34
H -2.56 -2.79 -4.90
H 0.65 -4.03 -2.22
H 1.15 -5.88 -3.79
H -0.85 -7.13 -5.71
H -1.18 -2.58 -1.71
C 3.07 -0.71 -2.56
C 4.34 -1.19 -2.87
C 4.88 -0.84 -4.14
C 4.34 0.14 -4.93
C 3.19 0.79 -4.51
C 2.51 0.30 -3.42
O 1.34 0.94 -2.99
O 6.05 -1.35 -4.54
H 2.61 -1.00 -1.63
H 4.79 -1.91 -2.21
H 4.76 0.34 -5.90
H 2.86 1.65 -5.07
H 1.69 1.49 -2.29
H 6.80 -0.83 -4.85
C 4.42 4.68 -3.47
C 3.31 4.12 -2.87
C 3.34 3.70 -1.53
C 4.54 3.83 -0.76
C 5.69 4.58 -1.25
C 5.53 4.96 -2.58
O 6.43 5.76 -3.26
O 2.24 3.13 -1.04
H 4.39 5.11 -4.46
H 2.43 4.13 -3.49
H 4.55 3.47 0.26
H 6.62 4.85 -0.77
H 7.35 5.62 -3.02
H 2.40 2.89 -0.13
C 0.36 -2.07 7.17
C -0.24 -1.03 6.51
C 0.29 -0.85 5.19
C 1.11 -1.78 4.55
C 1.81 -2.65 5.35
C 1.45 -2.80 6.63
O 2.05 -3.77 7.40
O -0.30 0.17 4.49
H 0.00 -2.40 8.14
H -0.97 -0.45 7.05
H 1.24 -1.77 3.47
H 2.58 -3.26 4.90
H 2.28 -4.52 6.84
H 0.06 0.37 3.62
C -4.54 2.57 5.61
C -5.63 2.74 4.76
C -5.81 2.13 3.57
C -4.77 1.29 3.15
C -3.64 1.14 3.97
C -3.53 1.80 5.20
O -2.34 1.70 5.84
O -6.96 2.36 2.87
H -4.53 2.98 6.61
H -6.46 3.37 5.06
H -4.75 0.85 2.17
H -2.77 0.61 3.61
H -1.73 1.29 5.22
H -7.60 2.81 3.43
C -2.04 4.49 -1.30
C -2.62 5.65 -0.84
C -2.09 6.82 -1.29
C -1.03 6.86 -2.22
C -0.37 5.68 -2.57
C -0.95 4.53 -2.10
O -0.37 3.25 -2.29
O -2.45 8.09 -0.80
H -2.47 3.54 -1.00
H -3.51 5.66 -0.23
H -0.60 7.83 -2.44
H 0.60 5.72 -3.04
H 0.51 3.36 -1.93
H -3.17 7.95 -0.17
C -2.12 -5.65 -0.18
C -2.53 -6.81 0.48
C -2.55 -6.73 1.87
C -2.17 -5.60 2.56
C -1.64 -4.46 1.87
C -1.78 -4.46 0.51
O -1.47 -3.29 -0.10
O -2.85 -7.79 2.48
H -2.01 -5.69 -1.25
H -2.64 -7.79 0.04
H -2.08 -5.68 3.64
H -1.30 -3.63 2.46
H -1.19 -2.64 0.55
H -2.57 -7.63 3.38

=====

Repeat the third record exactly.
The following is a DFT calculation (ωB97M-V/def2-TZVPD) of a structure of composition C42H42AsF6O14Sn at a distorted geometry.

Values from the calculation:
charge: 0
HOMO level (alpha / beta): -0.2807 / -0.2807 Eh
max |F|: 5.8 eV Å⁻¹
LUMO (alpha / beta): -1.859 / -1.723 eV
spin multiplicity: 2

Atoms and positions in Å:
Sn -1.76 0.70 -3.45
As -0.21 -0.06 0.66
F -1.26 -0.28 -0.77
F -1.31 -1.25 1.57
F 0.81 0.22 2.07
F 0.81 1.09 -0.36
F -1.18 1.34 1.28
F 0.78 -1.44 0.13
C -1.44 -4.43 -5.54
C -1.70 -3.40 -4.66
C -0.91 -3.27 -3.51
C 0.18 -4.07 -3.20
C 0.37 -5.18 -4.05
C -0.41 -5.29 -5.18
O -0.21 -6.44 -5.89
O -1.27 -2.28 -2.62
H -2.14 -4.60 -6.34
H -2.56 -2.79 -4.90
H 0.65 -4.03 -2.22
H 1.15 -5.88 -3.79
H -0.85 -7.13 -5.71
H -1.18 -2.58 -1.71
C 3.07 -0.71 -2.56
C 4.34 -1.19 -2.87
C 4.88 -0.84 -4.14
C 4.34 0.14 -4.93
C 3.19 0.79 -4.51
C 2.51 0.30 -3.42
O 1.34 0.94 -2.99
O 6.05 -1.35 -4.54
H 2.61 -1.00 -1.63
H 4.79 -1.91 -2.21
H 4.76 0.34 -5.90
H 2.86 1.65 -5.07
H 1.69 1.49 -2.29
H 6.80 -0.83 -4.85
C 4.42 4.68 -3.47
C 3.31 4.12 -2.87
C 3.34 3.70 -1.53
C 4.54 3.83 -0.76
C 5.69 4.58 -1.25
C 5.53 4.96 -2.58
O 6.43 5.76 -3.26
O 2.24 3.13 -1.04
H 4.39 5.11 -4.46
H 2.43 4.13 -3.49
H 4.55 3.47 0.26
H 6.62 4.85 -0.77
H 7.35 5.62 -3.02
H 2.40 2.89 -0.13
C 0.36 -2.07 7.17
C -0.24 -1.03 6.51
C 0.29 -0.85 5.19
C 1.11 -1.78 4.55
C 1.81 -2.65 5.35
C 1.45 -2.80 6.63
O 2.05 -3.77 7.40
O -0.30 0.17 4.49
H 0.00 -2.40 8.14
H -0.97 -0.45 7.05
H 1.24 -1.77 3.47
H 2.58 -3.26 4.90
H 2.28 -4.52 6.84
H 0.06 0.37 3.62
C -4.54 2.57 5.61
C -5.63 2.74 4.76
C -5.81 2.13 3.57
C -4.77 1.29 3.15
C -3.64 1.14 3.97
C -3.53 1.80 5.20
O -2.34 1.70 5.84
O -6.96 2.36 2.87
H -4.53 2.98 6.61
H -6.46 3.37 5.06
H -4.75 0.85 2.17
H -2.77 0.61 3.61
H -1.73 1.29 5.22
H -7.60 2.81 3.43
C -2.04 4.49 -1.30
C -2.62 5.65 -0.84
C -2.09 6.82 -1.29
C -1.03 6.86 -2.22
C -0.37 5.68 -2.57
C -0.95 4.53 -2.10
O -0.37 3.25 -2.29
O -2.45 8.09 -0.80
H -2.47 3.54 -1.00
H -3.51 5.66 -0.23
H -0.60 7.83 -2.44
H 0.60 5.72 -3.04
H 0.51 3.36 -1.93
H -3.17 7.95 -0.17
C -2.12 -5.65 -0.18
C -2.53 -6.81 0.48
C -2.55 -6.73 1.87
C -2.17 -5.60 2.56
C -1.64 -4.46 1.87
C -1.78 -4.46 0.51
O -1.47 -3.29 -0.10
O -2.85 -7.79 2.48
H -2.01 -5.69 -1.25
H -2.64 -7.79 0.04
H -2.08 -5.68 3.64
H -1.30 -3.63 2.46
H -1.19 -2.64 0.55
H -2.57 -7.63 3.38